Here is a 4-piece molecular cluster, C2H12N2O4 overall in a non-equilibrium geometry from OMol25. Energies are from ωB97M-V/def2-TZVPD.

Properties
energy above the lowest of the compared OMol25 structures with the same formula, charge and spin: 2.269 eV
SMILES: CNC(N)=O.O.O.O
highest occupied orbital energy: -9.767 eV
net charge: 0
spin multiplicity: 1
Kohn-Sham gap: 10.35 eV
E: -493.8428 hartree

XYZ file:
```
20
Properties=species:S:1:pos:R:3:lowdin_charge:R:1
C -1.67488 3.77785 0.10944 -0.14
N -0.89215 2.84449 -0.57302 -0.04
C -1.05218 1.44502 -0.48648 -0.51
N -0.51218 0.51220 -1.34286 0.17
O -1.74977 0.94754 0.42778 -0.03
H -0.94958 4.80184 0.53211 0.15
H -2.18406 3.21544 1.02372 0.12
H -2.28868 4.23030 -0.66500 0.06
H -0.22197 3.24487 -1.17935 0.12
H 0.35395 0.49816 -1.86272 0.11
H -0.78188 -0.39770 -1.10787 0.07
H -1.13995 -0.56227 1.55336 -0.03
H -0.47443 -0.73082 2.91626 0.09
O -0.56477 -1.14766 2.01056 -0.06
H 4.46381 -4.47043 -0.26437 -0.02
H 3.54767 -4.79508 -1.19094 0.03
O 4.37270 -5.14802 -0.86325 -0.02
H 0.62694 -3.50379 0.13011 -0.02
H 0.20362 -2.11365 0.59344 -0.02
O 0.91777 -2.64829 0.23905 -0.04
```

***

Here is BF4H4O2Sn as an isolated structure in a non-equilibrium geometry from OMol25. Energies are from ωB97M-V/def2-TZVPD.

Properties
energy above the lowest of the compared OMol25 structures with the same formula, charge and spin: 0.000 eV
highest occupied orbital energy: -15.220 eV
net charge: +1
spin multiplicity: 1
Kohn-Sham gap: 9.12 eV
E: -791.3406 hartree

XYZ file:
```
12
Properties=species:S:1:pos:R:3:lowdin_charge:R:1
Sn 0.99858 -1.08691 0.44403 1.62
B -1.53363 -0.85157 -1.39670 -1.32
F -1.84706 0.36687 -2.04057 0.12
F -1.10883 -1.63825 -2.45061 0.16
F -0.55693 -0.65404 -0.46177 -0.04
F -2.66631 -1.30639 -0.76651 0.18
O 1.35091 0.12935 2.11397 -0.12
H 1.11974 1.05620 2.17498 0.10
H 2.20643 0.06692 2.53873 0.12
O 0.68260 0.91661 -0.02061 -0.07
H 0.45761 1.44062 -0.78939 0.15
H 0.89686 1.56057 0.65441 0.10
```

***

Here is C12H18ClGdIN2O3P as an isolated structure in a non-equilibrium geometry from OMol25. Energies are from ωB97M-V/def2-TZVPD.

Properties
energy above the lowest of the compared OMol25 structures with the same formula, charge and spin: 0.000 eV
<S²>: 16.05
highest occupied orbital energy (spin up / spin down): -15.039 / -15.039 eV
net charge: +2
spin multiplicity: 8
Kohn-Sham gap (spin up / spin down): 7.41 / 5.66 eV
E: -2667.7027 hartree

XYZ file:
```
39
Properties=species:S:1:pos:R:3:lowdin_charge:R:1
C -3.33040 2.05756 -5.37240 -0.03
C -3.49753 0.86064 -4.57122 -0.33
H -4.05835 2.09213 -6.20533 0.14
H -2.29210 2.07775 -5.74832 0.13
H -3.48297 2.91926 -4.70158 0.10
O -3.97422 -0.21317 -4.52941 0.23
I -2.22394 1.49325 -2.24167 0.49
Gd 0.05871 0.85130 -0.58797 0.68
P 1.38485 -1.29052 -1.77715 0.68
C 1.66261 -3.06657 -1.66705 -0.25
C 1.15039 -1.05717 -3.57918 -0.24
H 3.11918 0.42516 -1.47069 -0.01
H 3.69143 -1.02192 -2.37690 0.07
H 3.48814 -1.08687 -0.59377 0.07
C 3.09049 -0.67168 -1.52952 -0.26
H 0.95323 -0.00191 -3.81465 0.04
H 2.05861 -1.39608 -4.10534 0.07
H 2.41976 -3.33979 -2.41966 0.08
H 0.72583 -3.60935 -1.85983 0.07
H 0.28505 -1.64932 -3.90761 0.06
H 2.02880 -3.31170 -0.65938 0.07
C -0.56516 -1.75756 0.11426 -0.10
O -0.85734 -2.72026 0.67455 0.14
Cl 1.72553 2.67105 -0.97444 -0.06
N -0.82531 0.71523 6.77047 0.19
C 0.21729 1.01640 5.93880 -0.46
O 1.25903 1.50647 6.35953 0.10
C -0.01465 0.77156 4.47662 -0.07
C -1.19941 0.23466 3.93742 0.04
C -1.35573 0.15740 2.55732 -0.08
N -0.39084 0.60887 1.70240 -0.17
C 0.77879 1.08765 2.21625 -0.13
C 1.00081 1.13923 3.58403 0.05
H -0.65680 0.83867 7.75484 0.13
H -1.60450 0.13602 6.50483 0.09
H -2.00879 -0.15361 4.55527 0.13
H -2.26084 -0.24658 2.10169 0.13
H 1.52977 1.45833 1.50024 0.06
H 1.97059 1.47549 3.94456 0.14
```

***

Here is C34H43N9O7PtS3 as an isolated structure from OMol25. Energies are from ωB97M-V/def2-TZVPD.

Properties
energy above the lowest of the compared OMol25 structures with the same formula, charge and spin: 0.293 eV
highest occupied orbital energy: -12.025 eV
net charge: +2
spin multiplicity: 1
Kohn-Sham gap: 5.07 eV
E: -3654.1715 hartree

XYZ file:
```
97
Properties=species:S:1:pos:R:3:lowdin_charge:R:1
Pt 0.05204 -0.07238 0.04862 1.56
C -0.81287 1.29132 2.70656 -0.03
N -0.38088 -0.03683 2.17714 -0.27
C 0.73682 -0.43667 3.06896 -0.04
C -1.50510 -1.01904 2.27758 -0.12
C -2.50836 -0.65367 1.23451 -0.24
C -3.88296 -0.61637 1.43735 0.00
C -4.71617 -0.19532 0.41173 -0.04
C -4.17872 0.20644 -0.80458 -0.04
C -2.80324 0.20447 -1.00042 -0.12
C -1.97235 -0.24021 0.01954 -0.29
H -0.79681 1.22014 3.79475 0.11
H -1.82751 1.51007 2.40188 0.09
H -0.11506 2.06499 2.39019 0.04
H 0.36262 -0.38504 4.09299 0.12
H 1.55902 0.26214 2.94413 0.07
H 1.04013 -1.45535 2.88648 0.07
H -1.91492 -1.00332 3.29055 0.15
H -1.07656 -2.00575 2.10126 0.12
H -4.30004 -0.90912 2.39345 0.13
H -5.78581 -0.16146 0.56757 0.12
H -4.83116 0.54771 -1.59753 0.12
H -2.39217 0.56412 -1.93734 0.12
C 1.23762 -0.38159 -4.22030 0.05
C 0.45958 -0.82262 -3.02129 -0.43
O 0.39806 -0.05045 -2.03214 -0.11
N -0.11602 -2.02167 -3.05702 0.14
C -1.00058 -2.49549 -1.99116 -0.07
C -0.19147 -3.07931 -0.86623 -0.21
C -0.01757 -4.44986 -0.78714 0.02
C 0.84546 -4.99405 0.14891 0.01
C 1.57836 -4.12736 0.93813 0.00
C 1.36425 -2.77152 0.80926 -0.13
N 0.45572 -2.23423 -0.02408 0.01
H 1.47252 0.67475 -4.13505 0.09
H 0.67440 -0.56144 -5.13513 0.11
H 2.17244 -0.94374 -4.27096 0.11
H 0.08151 -2.62201 -3.84313 0.17
H -1.71094 -3.21174 -2.39463 0.15
H -1.56062 -1.64882 -1.63349 0.07
H -0.56036 -5.08518 -1.47454 0.13
H 0.97602 -6.06564 0.22512 0.13
H 2.32424 -4.48457 1.63398 0.13
H 1.99681 -2.06830 1.32284 0.09
C 4.74354 7.74992 -1.94324 -0.11
C 3.53288 7.49359 -2.82704 -0.29
S 2.01219 7.36955 -1.89733 0.66
O 0.91286 7.67253 -2.77657 -0.30
O 2.15241 8.04970 -0.64003 -0.28
C 1.87747 5.60696 -1.52087 -0.22
C 0.53767 5.46213 -0.82002 -0.10
N -0.01519 4.08987 -0.60860 0.11
C 0.51721 2.87672 -0.80790 -0.24
N -0.33412 1.92075 -0.33616 -0.01
C -1.43651 2.57605 0.14818 -0.05
C -1.23641 3.89407 0.00592 -0.10
N -2.17903 4.89919 0.45549 -0.31
O -1.96792 6.05938 0.19908 0.14
O -3.13002 4.45527 1.06797 0.12
C 1.78011 2.62071 -1.54582 0.01
H 5.64580 7.74891 -2.55360 0.08
H 4.84900 6.98441 -1.17349 0.08
H 4.65924 8.71311 -1.44601 0.08
H 3.61994 6.56698 -3.39727 0.10
H 3.33741 8.30394 -3.53014 0.11
H 2.71230 5.34733 -0.87110 0.10
H 1.93523 5.09574 -2.47796 0.10
H -0.21534 6.01829 -1.37051 0.12
H 0.61162 5.89083 0.17733 0.14
H -2.32131 2.09036 0.50216 0.12
H 2.61237 3.14647 -1.08397 0.08
H 1.67551 2.95706 -2.57713 0.10
H 1.98729 1.55887 -1.56764 0.05
N 4.49750 2.03670 7.69582 0.13
C 3.98765 2.31827 6.46891 -0.30
C 4.83922 2.57162 5.38040 -0.01
C 4.32110 2.86611 4.13950 -0.05
C 2.94038 2.90663 3.95555 -0.31
C 2.08084 2.65555 5.02476 -0.07
C 2.59582 2.36201 6.26554 -0.02
S 2.27782 3.22619 2.38358 0.60
O 3.27319 3.90924 1.58467 -0.33
O 0.98352 3.84199 2.53985 -0.30
N 1.93491 1.77380 1.71576 -0.16
C 2.73396 1.09472 0.92788 -0.72
S 4.42470 1.35871 0.53686 1.10
C 4.38420 -0.01268 -0.52496 -0.37
C 3.16948 -0.58756 -0.52596 -0.28
N 2.23520 -0.00092 0.31141 -0.16
H 5.48208 2.11716 7.87034 0.11
H 3.89508 1.95319 8.49354 0.11
H 5.91176 2.55732 5.52889 0.12
H 4.98277 3.09705 3.31489 0.11
H 1.00978 2.73266 4.88114 0.11
H 1.93067 2.19408 7.10363 0.12
H 5.26009 -0.33543 -1.06503 0.08
H 2.90976 -1.48633 -1.06784 0.11
```

***

Here is a 2-piece molecular cluster, CClN3S overall in a non-equilibrium geometry from OMol25. Energies are from ωB97M-V/def2-TZVPD.

Properties
energy above the lowest of the compared OMol25 structures with the same formula, charge and spin: 0.344 eV
SMILES: [S-][N+]#CCl.N#N
highest occupied orbital energy: -8.550 eV
net charge: 0
spin multiplicity: 1
Kohn-Sham gap: 8.29 eV
E: -1060.7052 hartree

XYZ file:
```
6
Properties=species:S:1:pos:R:3:lowdin_charge:R:1
C 0.55300 1.32339 0.23652 -0.68
N 0.36332 -2.41706 -0.28236 0.01
N -0.57257 1.37475 -0.04812 -0.66
N -0.42441 -3.07647 0.08878 0.02
S -2.05123 1.80467 -0.01223 0.56
Cl 2.13189 0.99072 0.01741 0.75
```

***

Here is C3H5N5 in the gas phase in a non-equilibrium geometry from OMol25. Energies are from ωB97M-V/def2-TZVPD.

Properties
energy above the lowest of the compared OMol25 structures with the same formula, charge and spin: 6.589 eV
SMILES: NN=c1cn[nH]nc1
highest occupied orbital energy: -8.036 eV
net charge: 0
spin multiplicity: 1
Kohn-Sham gap: 7.81 eV
E: -390.8763 hartree

XYZ file:
```
13
Properties=species:S:1:pos:R:3:lowdin_charge:R:1
C -0.20556 -0.34992 -0.08897 -0.38
C -0.12637 -0.15343 -1.57300 -0.07
C -0.08224 0.82121 0.69769 -0.10
H -0.21824 -1.28456 2.47578 0.15
H -0.38533 -3.06000 1.28269 0.15
H -0.90636 -0.76080 -2.36251 0.18
H 1.46820 2.80605 -1.31546 0.18
H -0.34438 0.74727 1.77621 0.10
N -0.72804 -1.97257 1.59919 -0.10
N -0.57133 -1.57343 0.19588 -0.06
N 0.48935 0.99849 -1.98557 0.02
N 1.10837 1.80500 -0.95910 -0.13
N 0.50192 1.97669 0.25716 0.04
```

***

Here is C3H9AsF7IN3OP as an isolated structure in a non-equilibrium geometry from OMol25. Energies are from ωB97M-V/def2-TZVPD.

Properties
energy above the lowest of the compared OMol25 structures with the same formula, charge and spin: 0.000 eV
highest occupied orbital energy: -9.626 eV
net charge: 0
spin multiplicity: 1
Kohn-Sham gap: 7.56 eV
E: -3933.2182 hartree

XYZ file:
```
26
Properties=species:S:1:pos:R:3:lowdin_charge:R:1
N -0.69188 -1.49060 0.45948 0.15
C -1.43067 -0.51916 -0.20087 -0.43
N -0.85036 0.35317 -1.06300 -0.17
P 0.76873 0.94629 -0.61525 0.50
O 0.94162 0.74299 0.97480 -0.37
I 0.42185 3.38066 -0.88534 0.34
N -2.70640 -0.44021 -0.01013 0.14
C -3.60866 0.52000 -0.63719 -0.10
C -3.94612 1.61698 0.36318 -0.16
F -4.01513 1.03914 1.61720 -0.03
H -1.14342 -2.39629 0.42043 0.12
H -0.45985 -1.24056 1.41578 0.12
H -0.87924 0.02562 -2.02237 0.12
H 1.76695 0.20601 1.04592 0.03
H -3.13093 -1.09305 0.63345 0.17
H -3.21995 0.91816 -1.55685 0.12
H -4.50627 -0.02431 -0.89411 0.13
H -4.88154 2.09434 0.11611 0.13
H -3.13658 2.33277 0.39034 0.11
F 4.48153 -2.34660 -0.88064 -0.26
As 5.00770 -0.99549 0.05974 0.68
F 6.59680 -1.12012 -0.59132 -0.25
F 5.41873 -2.05355 1.35582 -0.25
F 5.46621 0.36572 1.01605 -0.26
F 3.35415 -0.86242 0.71830 -0.32
F 4.53584 0.07139 -1.22114 -0.27
```

***

Here is C36H27BiBrN5O7Se2 as an isolated structure from OMol25. Energies are from ωB97M-V/def2-TZVPD.

Properties
energy above the lowest of the compared OMol25 structures with the same formula, charge and spin: 0.596 eV
highest occupied orbital energy: -7.305 eV
net charge: 0
spin multiplicity: 1
Kohn-Sham gap: 7.05 eV
E: -9779.9435 hartree

XYZ file:
```
79
Properties=species:S:1:pos:R:3:lowdin_charge:R:1
Bi -0.32295 0.20251 -0.87477 1.96
O -1.83030 -4.46488 -0.95812 0.06
C -3.15756 -4.16815 -0.97523 -0.25
C -4.10743 -5.18625 -1.02502 -0.03
C -5.46143 -4.90125 -1.02178 -0.09
C -5.89168 -3.58606 -0.97354 -0.10
C -4.94777 -2.57229 -0.92712 -0.05
C -3.58259 -2.83512 -0.92419 -0.09
C -2.63685 -1.64455 -0.79063 -0.48
O -1.39881 -1.78781 -1.31138 -0.38
N -2.57032 -1.32667 0.68057 0.01
N -1.40516 -1.10458 1.25493 -0.10
C -1.29553 -0.72397 2.47377 -0.22
C -0.02177 -0.64802 3.16902 -0.63
Br 1.36245 -1.74294 2.46216 0.82
C 0.11451 -0.00247 4.33209 -0.11
C 1.31748 0.18970 5.14716 -0.25
C 1.21604 0.09224 6.53738 -0.05
C 2.31943 0.31851 7.34146 -0.09
C 3.53523 0.66523 6.76671 -0.09
C 3.64108 0.77615 5.38836 -0.07
C 2.54080 0.54492 4.57783 -0.06
H -1.72134 -5.41594 -1.05330 0.10
H -3.77038 -6.21788 -1.05122 0.11
H -6.17806 -5.71143 -1.05801 0.10
H -6.94775 -3.35153 -0.97419 0.10
H -5.26856 -1.53545 -0.91114 0.11
H -3.17710 -0.78827 -1.25506 0.09
H -3.43487 -1.15360 1.17826 0.14
H -2.18074 -0.46166 3.05847 0.13
H -0.79511 0.44421 4.72929 0.12
H 0.26628 -0.17584 6.98599 0.11
H 2.22834 0.24026 8.41738 0.10
H 4.39112 0.86310 7.39944 0.10
H 4.58244 1.06539 4.93937 0.11
H 2.61935 0.70149 3.51035 0.09
Se -2.49687 2.06868 -2.01526 0.68
Se -1.44246 2.79526 -3.92365 0.75
C -0.51430 1.17866 -4.37256 -0.65
C 0.18768 1.12480 -5.57277 -0.09
C 0.69838 -0.09432 -5.97626 -0.05
C 0.45849 -1.22556 -5.20554 -0.05
C -0.22390 -1.07326 -4.01457 -0.14
N -0.67067 0.11512 -3.58864 -0.06
C -1.67994 3.13827 -0.62814 -0.66
C -1.45175 4.49751 -0.73936 -0.08
C -0.86439 5.13214 0.34381 -0.03
C -0.56099 4.39984 1.48371 -0.03
C -0.84717 3.04578 1.50186 -0.12
N -1.40055 2.42243 0.45827 -0.04
H 0.31389 2.02020 -6.16657 0.11
H 1.25899 -0.17122 -6.89899 0.11
H 0.80432 -2.19974 -5.52145 0.11
H -0.44195 -1.90260 -3.35277 0.10
H -1.68875 5.02179 -1.65309 0.10
H -0.63669 6.18829 0.28881 0.12
H -0.09363 4.86920 2.33840 0.12
H -0.62420 2.42015 2.35845 0.11
O 3.81124 5.07421 -0.12320 0.14
C 3.00279 4.18975 -0.21690 -0.25
C 2.02097 3.96640 -1.35183 -0.30
O 1.67843 4.77855 -2.18993 0.09
C 1.52384 2.61157 -1.15801 -0.33
C 1.87954 2.11119 0.09388 -0.35
O 1.41808 1.01090 0.56683 -0.20
C 2.78869 3.04987 0.76888 -0.28
O 3.25700 2.96148 1.88192 0.11
O 0.75527 1.95144 -1.98113 -0.30
C 3.89566 -2.42220 -1.94684 -0.04
C 2.79652 -3.03653 -1.36604 -0.03
C 1.63495 -2.30810 -1.18876 -0.13
N 1.55550 -1.02910 -1.57070 -0.07
C 2.60175 -0.43201 -2.14584 -0.10
C 3.79413 -1.09870 -2.35256 -0.02
H 4.81775 -2.97274 -2.07766 0.11
H 2.83982 -4.06539 -1.03744 0.11
H 0.73055 -2.72546 -0.75766 0.10
H 2.45920 0.59897 -2.44325 0.11
H 4.62428 -0.58261 -2.81277 0.11
```